Model 1:
A 2-piece molecular cluster, C4H8NO3 overall, computed with the ωB97M-V functional and the def2-TZVPD basis.

Calculated values
HOMO-LUMO gap ... 8.41 eV
LUMO energy ... 3.9 eV

The geometry in ORCA input format:
```
! wB97M-V def2-TZVPD RIJCOSX def2/J DEFGRID3
* xyz -1 1
O -3.0746 -0.6492 -1.7554
O -1.5287 -0.6544 -0.1236
O 2.1135 1.6721 1.8612
N 0.0754 1.1289 1.2096
C -1.9600 -0.5489 -1.3061
C 1.5525 -0.7375 1.6190
C 1.3353 0.8012 1.5827
C -0.8350 -0.1712 -2.3850
H 0.4925 -1.1350 1.2603
H 1.9031 -0.8408 2.6052
H -1.0800 0.0818 -3.4340
H -0.2390 0.6136 -1.8401
H -0.5926 0.4956 0.7457
H -0.0817 -0.9046 -2.2175
H 2.2377 -1.1349 0.9007
H -0.3185 1.9831 1.2772
*
```


Model 2:
A 2-piece molecular cluster, C4H8NO3 overall, computed with the ωB97M-V functional and the def2-TZVPD basis.

Calculated values
HOMO-LUMO gap ... 8.55 eV
LUMO energy ... 4.0 eV

The geometry in ORCA input format:
```
! wB97M-V def2-TZVPD RIJCOSX def2/J DEFGRID3
* xyz -1 1
O -2.0263 1.0844 2.2352
O 0.3399 0.3997 -1.4996
O 2.6013 0.4760 -1.5834
N -0.2028 1.5868 1.1057
C 1.4932 -1.4389 -0.6046
C -1.3648 0.8654 1.2199
C 1.5400 -0.1050 -1.4205
C -1.7178 -0.1288 0.1515
H 0.9073 -2.2309 -1.1226
H -0.0106 2.4352 1.6135
H 0.9356 -1.1437 0.2673
H -2.8600 -0.2698 -0.0241
H -1.1442 0.1332 -0.8109
H -1.5355 -1.1698 0.4635
H 0.5184 1.2243 0.4241
H 2.5263 -1.7182 -0.4149
*
```


Model 3:
An isolated ion of composition C4H8NO3 and charge -1, computed with the ωB97M-V functional and the def2-TZVPD basis.

Calculated values
HOMO-LUMO gap ... 7.78 eV
LUMO energy ... 4.0 eV
SMILES ... O=CN[C@@H](C[O-])CO

The geometry in ORCA input format:
```
! wB97M-V def2-TZVPD RIJCOSX def2/J DEFGRID3
* xyz -1 1
O -0.1064 -1.1347 -2.0494
O -0.4783 1.2446 -1.4206
O 0.9620 0.5614 2.6561
N 0.9986 0.4318 0.4227
C 1.2652 1.0185 1.5894
C -1.2213 0.5376 -0.3850
C -0.2216 -0.3740 0.3295
C -0.0581 -1.5385 -0.6693
H -0.2320 -0.0388 -2.0607
H -0.6509 -2.3462 -0.2910
H 1.2956 0.9730 -0.3563
H 1.7720 2.0553 1.6254
H -0.5660 -0.5959 1.3260
H 0.9172 -1.9754 -0.2108
H -1.5897 1.2351 0.3594
H -2.0863 -0.0538 -0.8653
*
```


Model 4:
A 2-piece molecular cluster, C4H8NO3 overall, computed with the ωB97M-V functional and the def2-TZVPD basis.

Calculated values
HOMO-LUMO gap ... 8.35 eV
LUMO energy ... 3.8 eV

The geometry in ORCA input format:
```
! wB97M-V def2-TZVPD RIJCOSX def2/J DEFGRID3
* xyz -1 1
O 0.9875 0.6197 2.1119
O -2.8290 -0.5209 -1.1366
O 0.8103 1.5949 0.0656
N -1.3921 -1.8120 0.0032
C 1.3855 0.9544 0.9915
C 2.8258 0.4747 0.6158
C -0.4979 -0.1873 -1.5602
C -1.6637 -0.8102 -0.9067
H -0.9142 0.3843 -2.3873
H 0.3966 -0.7954 -1.6736
H 2.8676 -0.5801 0.3466
H -0.4335 -2.0516 0.1800
H 3.1262 0.9718 -0.3087
H 3.5374 0.6996 1.4125
H -0.1114 0.6319 -0.8500
H -2.1076 -2.5160 0.0488
*
```


The data favor model 4; the next most stable structure lies 0.0042 hartree above it.


Model 1:
An isolated ion of composition C4H8NO3 and charge -1, computed with the ωB97M-V functional and the def2-TZVPD basis.

Calculated values
HOMO-LUMO gap ... 7.62 eV
LUMO energy ... 3.6 eV
SMILES ... C[C@@H](O)CNC(=O)[O-]

The geometry in ORCA input format:
```
! wB97M-V def2-TZVPD RIJCOSX def2/J DEFGRID3
* xyz -1 1
O -0.0226 -2.4229 -0.6921
O -1.1939 2.0353 -0.6311
O 1.5900 -2.6928 0.8946
N -0.0210 -1.1531 1.0887
C 1.0095 1.0020 -0.7593
C 0.6205 -2.2163 0.3159
C -0.2980 1.2359 0.1295
C -0.9303 -0.2591 0.2769
H 1.6841 0.5983 -0.0759
H -1.9115 -0.3603 0.7232
H -0.9025 -0.6504 -0.7140
H -0.1013 1.6453 1.1118
H 1.3036 1.9459 -1.3422
H 0.8968 0.4124 -1.6574
H 0.3701 -0.7817 1.9670
H -2.0937 1.6614 -0.6356
*
```


Model 2:
A 2-piece molecular cluster, C4H8NO3 overall, computed with the ωB97M-V functional and the def2-TZVPD basis.

Calculated values
HOMO-LUMO gap ... 8.04 eV
LUMO energy ... 3.8 eV

The geometry in ORCA input format:
```
! wB97M-V def2-TZVPD RIJCOSX def2/J DEFGRID3
* xyz -1 1
O -1.0719 -1.6756 -0.7235
O 3.1607 0.2211 0.9165
O -1.4190 -0.1931 -2.3356
N 1.7141 -0.8639 -0.6317
C -1.5659 -0.5948 -1.1581
C -2.0410 0.5712 -0.2158
C 2.0218 -0.2000 0.5090
C 0.8611 0.3226 1.2624
H -1.7891 0.3173 0.8229
H -3.1355 0.6242 -0.2555
H 0.4828 -0.2417 2.0896
H 1.8419 -0.2072 -1.5335
H 1.0495 -1.6243 -0.6142
H 1.3076 1.3066 1.5891
H 0.0889 0.7985 0.7255
H -1.5061 1.4391 -0.4471
*
```


Model 3:
A 2-piece molecular cluster, C4H8NO3 overall, computed with the ωB97M-V functional and the def2-TZVPD basis.

Calculated values
HOMO-LUMO gap ... 7.57 eV
LUMO energy ... 3.5 eV

The geometry in ORCA input format:
```
! wB97M-V def2-TZVPD RIJCOSX def2/J DEFGRID3
* xyz -1 1
O 1.6306 0.8925 0.3233
O -1.5645 -1.7189 -0.0082
O 0.2285 -2.2812 1.2456
N -0.1727 0.7278 -1.0699
C 1.1253 1.0484 -0.7653
C -1.6444 -1.3456 2.3655
C -0.9109 -1.8121 1.0692
C 1.8557 1.7067 -1.9151
H -0.7282 -0.0141 -0.6520
H 1.9394 0.9792 -2.7262
H -0.4870 0.9355 -2.0047
H 2.8411 2.0351 -1.5949
H -2.4724 -0.6927 2.0855
H -0.9730 -0.8174 3.0449
H 1.3288 2.5787 -2.3035
H -1.9966 -2.2220 2.9057
*
```


Model 4:
A 2-piece molecular cluster, C4H8NO3 overall, computed with the ωB97M-V functional and the def2-TZVPD basis.

Calculated values
HOMO-LUMO gap ... 8.71 eV
LUMO energy ... 4.1 eV

The geometry in ORCA input format:
```
! wB97M-V def2-TZVPD RIJCOSX def2/J DEFGRID3
* xyz -1 1
O 0.6041 -0.5576 0.9402
O -0.8649 -1.9677 0.0330
O 1.3118 2.3729 -2.6257
N 1.8037 0.6984 -1.1808
C -0.4627 1.3798 -1.3567
C -0.3784 -1.3366 0.9997
C 0.9478 1.5171 -1.8226
C -1.0169 -1.6466 2.3572
H 2.7230 0.5825 -1.5699
H -0.3700 -1.5178 3.2222
H -0.4659 1.3569 -0.2858
H -1.8797 -0.9771 2.4703
H -1.4598 -2.6361 2.2678
H 1.5636 0.1647 -0.3310
H -0.9110 0.4006 -1.4504
H -1.1447 2.1664 -1.6674
*
```


The data favor model 4; the next most stable structure lies 0.0148 hartree above it.


Model 1:
A 2-piece molecular cluster, C4H8NO3 overall, computed with the ωB97M-V functional and the def2-TZVPD basis.

Calculated values
HOMO-LUMO gap ... 6.30 eV
LUMO energy ... 3.1 eV

The geometry in ORCA input format:
```
! wB97M-V def2-TZVPD RIJCOSX def2/J DEFGRID3
* xyz -1 1
O -2.2023 -0.8839 -2.0899
O -0.3320 -1.7031 -3.0056
O 1.8756 -1.1831 1.6277
N -0.0856 -0.9983 2.6968
C 0.8718 -0.4636 1.9454
C 0.7654 0.9231 1.4717
C -1.1047 -0.8793 -2.5575
C -0.4829 0.7550 -2.5672
H 1.7035 1.2449 1.0537
H -0.8734 1.2645 -1.6281
H 0.2138 -1.8524 3.1792
H -0.8078 1.0526 -3.5021
H 0.4051 1.6515 2.1631
H 0.2134 0.9107 0.5259
H 0.5893 0.5740 -2.4185
H -0.7494 -0.4126 3.1054
*
```


Model 2:
A 2-piece molecular cluster, C4H8NO3 overall, computed with the ωB97M-V functional and the def2-TZVPD basis.

Calculated values
HOMO-LUMO gap ... 8.06 eV
LUMO energy ... 3.7 eV

The geometry in ORCA input format:
```
! wB97M-V def2-TZVPD RIJCOSX def2/J DEFGRID3
* xyz -1 1
O -1.2184 -1.5963 2.4504
O 1.4898 1.4786 -3.1849
O 0.8685 1.1528 -1.0444
N 0.3533 -0.3295 1.4422
C -1.7398 0.6930 2.1239
C 1.0983 -0.7216 -2.4778
C 1.1338 0.7717 -2.2075
C -0.8563 -0.5215 1.9801
H 1.3934 -1.2340 -1.5542
H 1.0066 -1.0428 1.2780
H 1.7117 -0.9835 -3.3375
H 0.1146 -1.1172 -2.7560
H -1.1346 1.6037 2.0808
H -2.4999 0.8534 1.3606
H -2.2366 0.5822 3.0833
H 0.5156 0.4110 0.7633
*
```


Model 3:
An isolated ion of composition C4H8NO3 and charge -1, computed with the ωB97M-V functional and the def2-TZVPD basis.

Calculated values
HOMO-LUMO gap ... 6.42 eV
LUMO energy ... 3.6 eV
SMILES ... O=C(O)NCCC[O-]

The geometry in ORCA input format:
```
! wB97M-V def2-TZVPD RIJCOSX def2/J DEFGRID3
* xyz -1 1
O 2.1519 2.1068 1.9462
O 1.9250 -0.0334 1.4303
O -2.1858 -0.9950 -1.7574
N 0.7004 1.5379 0.2958
C 1.5921 1.2716 1.2664
C -0.7702 -0.6073 0.1483
C -1.2379 -1.5380 -1.0093
C -0.1624 0.6437 -0.4859
H 1.6183 -0.5832 0.6944
H -0.1473 -1.1202 0.8820
H -1.7057 -0.3647 0.6719
H 0.4514 0.2590 -1.3131
H -0.9499 1.2229 -0.9515
H 0.4152 2.5040 0.2849
H -1.4220 -2.5390 -0.5178
H -0.2730 -1.7649 -1.5851
*
```


The data favor model 2; the next most stable structure lies 0.0577 hartree above it.


Model 1:
A 2-piece molecular cluster, C4H8NO3 overall, computed with the ωB97M-V functional and the def2-TZVPD basis.

Calculated values
HOMO-LUMO gap ... 8.38 eV
LUMO energy ... 3.8 eV

The geometry in ORCA input format:
```
! wB97M-V def2-TZVPD RIJCOSX def2/J DEFGRID3
* xyz -1 1
O 1.1612 2.2313 0.1353
O 0.5859 0.8103 1.7449
O -1.1619 -2.7506 -0.3707
N 0.4434 -1.4143 0.4722
C 0.4081 1.7651 0.9626
C -0.1013 -2.0839 -0.5719
C 0.4970 -1.9397 -1.9459
C -0.9097 2.5964 1.1481
H -1.8091 2.0659 0.8571
H 1.4384 -1.4724 -2.0378
H 0.0262 -1.3268 1.3806
H 1.2260 -0.6364 0.4954
H -1.0635 2.7724 2.1792
H 0.3031 -2.8514 -2.5446
H -0.8701 3.4549 0.5073
H -0.1738 -1.2207 -2.4117
*
```


Model 2:
C4H8NO3 as an isolated structure, computed with the ωB97M-V functional and the def2-TZVPD basis.

Calculated values
HOMO-LUMO gap ... 7.91 eV
LUMO energy ... 3.6 eV

The geometry in ORCA input format:
```
! wB97M-V def2-TZVPD RIJCOSX def2/J DEFGRID3
* xyz -1 1
O -3.1086 -0.7722 -0.5656
O 3.2932 -0.3675 -0.0704
O -1.6417 -0.9233 1.1348
N -1.3944 0.7237 -0.4022
C 2.3833 0.4723 -0.0454
C -2.1072 -0.4255 0.0865
C -0.1098 1.0566 0.1475
C 0.9999 0.1069 -0.2847
H 0.1110 2.1136 -0.0463
H -1.5680 0.8962 -1.3811
H -0.2598 0.9257 1.2247
H 1.6452 0.6134 -1.1493
H 6.0693 -0.5150 0.2357
H 0.6210 -0.9043 -0.2160
H 2.4669 1.5302 0.2669
H 5.6625 -0.0143 0.5680
*
```


The data favor model 1; the next most stable structure lies 0.1098 hartree above it.


Model 1:
A single C4H7NO3 molecule, computed with the ωB97M-V functional and the def2-TZVPD basis.

Calculated values
HOMO-LUMO gap ... 8.07 eV
LUMO energy ... 0.6 eV
SMILES ... CC(=O)O/C(N)=C\O

The geometry in ORCA input format:
```
! wB97M-V def2-TZVPD RIJCOSX def2/J DEFGRID3
* xyz 0 1
O 0.6197 -0.1005 1.8984
O -1.0628 -0.6847 -1.7161
O 0.8716 0.8766 -0.4202
N -0.7836 2.1300 0.5851
C 0.7337 -0.4141 0.7648
C -1.3195 0.1089 -0.6241
C 1.3322 -1.6123 0.1133
C -0.4316 1.0834 -0.2192
H -0.2107 -0.4122 -2.0841
H 1.5686 -2.3268 0.9052
H -2.3615 0.1223 -0.3510
H -1.7543 2.2186 0.8380
H 0.6555 -2.0299 -0.6286
H -0.1192 2.3537 1.3125
H 2.2618 -1.3129 -0.3740
*
```


Model 2:
A single C4H7NO3 molecule, computed with the ωB97M-V functional and the def2-TZVPD basis.

Calculated values
HOMO-LUMO gap ... 10.20 eV
LUMO energy ... 0.5 eV
SMILES ... CC(=O)NCC(=O)O

The geometry in ORCA input format:
```
! wB97M-V def2-TZVPD RIJCOSX def2/J DEFGRID3
* xyz 0 1
O 1.4549 -1.1448 -0.0076
O 2.0483 -0.3502 -2.0314
O -1.9891 -1.2485 1.2706
N -1.1569 -0.0880 -0.4711
C -1.2502 -0.3703 0.8782
C -0.5494 0.5595 1.8269
C 1.2331 -0.4624 -0.9694
C 0.0377 0.4746 -1.0641
H -0.1547 0.7618 -2.0910
H -1.0322 0.4776 2.7893
H -0.6097 1.5976 1.4887
H 0.3495 1.3295 -0.4751
H 2.6928 -1.0698 -2.0935
H -1.5697 -0.8057 -1.0501
H 0.4955 0.3391 1.9997
*
```


Model 3:
A 2-piece molecular cluster, C4H7NO3 overall, computed with the ωB97M-V functional and the def2-TZVPD basis.

Calculated values
HOMO-LUMO gap ... 8.97 eV
LUMO energy ... 0.5 eV
SMILES ... C/C(O)=C\O.N=C=O

The geometry in ORCA input format:
```
! wB97M-V def2-TZVPD RIJCOSX def2/J DEFGRID3
* xyz 0 1
O -2.9173 -2.3222 -1.8632
O 0.9540 0.0725 -1.0454
O -0.7153 0.9866 2.0742
N -1.2331 -1.1332 -2.9238
C 1.4991 0.4876 1.7979
C 0.1301 0.5981 1.1049
C -1.9830 -1.7312 -2.2358
C -0.0612 0.4344 -0.1808
H 1.9563 -0.5093 2.0226
H 1.3688 0.9036 2.8874
H -0.4600 -0.5869 -3.1964
H 2.3348 0.8810 1.2068
H -1.0836 0.4613 -0.5021
H -1.6288 1.1674 1.6639
H 1.8392 0.2905 -0.8101
*
```


Model 4:
C4H7NO3 as an isolated structure, computed with the ωB97M-V functional and the def2-TZVPD basis.

Calculated values
HOMO-LUMO gap (alpha / beta) ... 7.89 / 7.89 eV
LUMO energy (alpha / beta) ... 0.0 / 0.0 eV

The geometry in ORCA input format:
```
! wB97M-V def2-TZVPD RIJCOSX def2/J DEFGRID3
* xyz 0 1
O -0.2895 -0.8033 1.2358
O -1.0957 1.3626 -0.6034
O 0.7624 0.5308 -1.6959
N -2.4554 -1.0213 -0.1712
C -0.0988 0.4128 -0.6217
C 1.9110 0.1563 1.0460
C 0.5027 0.0046 0.6131
C -1.1960 -1.1422 -0.1520
H 2.3539 1.0701 0.6532
H 1.9514 0.1382 2.1366
H -1.9192 0.9283 -0.9129
H -2.8566 -0.3146 0.4353
H -0.6647 -2.0102 -0.5235
H 0.5930 1.3811 -2.1252
H 2.5014 -0.6932 0.6858
*
```


The data favor model 2; the next most stable structure lies 0.0977 hartree above it.


Model 1:
C4H7NO3 as an isolated structure, computed with the ωB97M-V functional and the def2-TZVPD basis.

Calculated values
HOMO-LUMO gap ... 9.54 eV
LUMO energy ... 0.1 eV

The geometry in ORCA input format:
```
! wB97M-V def2-TZVPD RIJCOSX def2/J DEFGRID3
* xyz 0 1
O 1.0982 -1.2632 0.3403
O -0.8471 -0.1192 -1.4903
O 1.5892 0.2739 2.1941
N 0.7479 0.8112 1.2248
C -1.6325 1.6841 -0.0644
C -0.6567 0.4964 -0.4823
C 0.7606 -2.1006 -0.9049
C 0.3601 -0.0229 0.3919
H -1.9379 1.5998 1.0961
H -1.0924 2.8532 -0.4795
H 1.4780 -2.9610 -0.6884
H -0.3467 -2.5672 -0.7083
H -2.4580 1.4542 -0.7991
H 2.1997 1.4532 2.2574
H 0.7375 -1.5920 -1.8872
*
```


Model 2:
A single C4H7NO3 molecule, computed with the ωB97M-V functional and the def2-TZVPD basis.

Calculated values
HOMO-LUMO gap ... 9.25 eV
LUMO energy ... 0.7 eV

The geometry in ORCA input format:
```
! wB97M-V def2-TZVPD RIJCOSX def2/J DEFGRID3
* xyz 0 1
O -0.8753 -1.2504 1.2815
O 1.1316 1.5250 0.6492
O 1.4144 -0.9245 0.8496
N -1.1642 1.4856 0.9048
C -0.2604 -0.3999 -1.0713
C 0.6814 -0.6677 -1.9533
C 0.1882 -0.5845 0.6781
C -0.0005 0.8779 0.6517
H 1.7141 -0.7631 -1.6358
H 0.4715 -0.8126 -3.0068
H -1.3220 -0.3397 -1.2822
H 1.8301 0.6547 0.7930
H -0.5794 -2.1634 1.3905
H -1.9657 0.9005 1.0752
H -1.2638 2.4622 0.6758
*
```


The data favor model 2; the next most stable structure lies 0.1583 hartree above it.